(1)
This record from OMol25 describes a 3-piece molecular cluster, C20H43N4O3P overall. The level of theory is ωB97M-V with the def2-TZVPD basis set.

Structure (XYZ):
```
71
C20H43N4O3P ωB97M-V with the def2-TZVPD basis set
C 0.2148 -4.1579 2.6999
N 0.5313 -2.7189 3.0845
C 1.4506 -2.2293 1.9944
P 1.8309 -0.3556 2.1058
C 0.4750 0.4631 3.1639
C -0.5574 1.2535 2.2038
O -1.4562 1.9788 2.7088
C 3.5200 -0.2911 3.0327
C 4.6937 0.3034 2.1097
C 5.7747 -0.7680 1.6001
C 5.1716 -2.1241 0.9951
N 4.1716 -1.9517 -0.0931
C 3.7393 -0.8100 -0.8651
C 2.6210 -1.3829 -1.7919
C 2.4524 -2.9198 -1.5405
C 3.5037 -3.1971 -0.4415
H 0.6313 -4.4494 1.6769
H 0.7298 -4.8362 3.4747
H -0.9194 -4.2787 2.7365
H 1.0741 -2.7605 3.9686
H 2.4594 -2.7818 2.1515
H 1.0375 -2.4256 0.9438
H 0.8943 1.2397 3.9044
H -0.1290 -0.2933 3.7900
H -0.4309 1.0631 1.0737
H 3.7813 -1.2783 3.5505
H 3.3468 0.4714 3.8894
H 4.1956 0.8741 1.2531
H 5.2640 1.0933 2.7279
H 6.3816 -1.0813 2.5374
H 6.5459 -0.3128 0.8824
H 4.6975 -2.7660 1.8158
H 6.0732 -2.7227 0.5814
H 4.1543 0.2402 -0.7736
H 2.0237 -0.7328 -2.5316
H 1.7372 -3.6574 -2.0263
H 3.7860 -4.1670 0.0833
C -1.4742 0.4920 -3.2208
O -0.7821 -0.7151 -2.9453
C -1.3560 -1.4986 -1.9037
C -2.5590 -2.3596 -2.3424
C -3.8467 -1.5619 -2.5282
N -2.2715 -3.0962 -3.5799
H -1.9040 0.9362 -2.3187
H -2.2509 0.3175 -3.9678
H -0.7619 1.2003 -3.6493
H -0.5608 -2.1755 -1.5753
H -1.6047 -0.8701 -1.0390
H -2.7441 -3.0887 -1.5455
H -3.8612 -0.9963 -3.4623
H -4.7080 -2.2358 -2.5532
H -3.9979 -0.8620 -1.7015
H -1.4702 -3.7043 -3.4191
H -1.9266 -2.4202 -4.2626
C -3.0865 4.8500 -2.6052
O -2.7600 3.6646 -1.8993
C -2.2995 3.8784 -0.5667
C -3.4213 4.1115 0.4667
C -4.0375 5.5061 0.3962
N -4.4889 3.1115 0.3381
H -2.4327 5.6843 -2.3360
H -4.1317 5.1135 -2.4333
H -2.9711 4.6499 -3.6728
H -1.7734 2.9597 -0.2882
H -1.5539 4.6828 -0.5398
H -2.9735 4.0071 1.4608
H -4.7311 5.6192 -0.4400
H -4.6047 5.7146 1.3078
H -3.2632 6.2733 0.3052
H -4.0888 2.1864 0.4869
H -4.7737 3.0953 -0.6421
```

* spin multiplicity: 1
* gap between HOMO and LUMO: 8.29 eV
* structure (SMILES): CNCP(CC=O)CCCCn1cccc1.COC[C@@H](C)N.COC[C@@H](C)N
* DFT total energy: -1573.6898 Ha
* HOMO: -7.8 eV
* charge: 0

Atomic partial charges in e from the Löwdin method, atoms 1 to 8: -0.1439, -0.1893, -0.4199, 0.9748, -0.3371, -0.2624, -0.0306, -0.3696


(2)
This record from OMol25 describes a 3-piece molecular cluster, C20H43NO10 overall. The level of theory is ωB97M-V with the def2-TZVPD basis set.

Structure (XYZ):
```
74
C20H43NO10 ωB97M-V with the def2-TZVPD basis set
N -3.3938 -4.6166 -1.1026
C -2.6105 -4.4158 -2.3212
C -1.0900 -4.4152 -2.1544
C -0.5065 -3.0794 -1.7278
O 0.1573 -2.4395 -2.8457
C 0.8725 -1.4327 -2.2746
O 1.1104 -0.3900 -2.7828
O 1.2770 -1.8086 -1.0435
C 0.6087 -3.0664 -0.6995
C 0.2730 -3.0540 0.7821
C -1.1085 -2.5288 1.1712
C -1.2009 -2.1910 2.6681
O -1.5950 -0.8462 2.9179
H -2.9095 -5.2286 -0.4551
H -3.5411 -3.7390 -0.6196
H -2.9177 -3.4609 -2.7536
H -2.8882 -5.1799 -3.0490
H -0.7866 -5.1996 -1.4534
H -0.6352 -4.6688 -3.1146
H -1.3015 -2.3896 -1.4232
H 1.3350 -3.8520 -0.9265
H 0.4129 -4.0643 1.1732
H 1.0397 -2.4406 1.2622
H -1.8668 -3.2724 0.9206
H -1.3421 -1.6176 0.6133
H -1.9587 -2.8019 3.1559
H -0.2378 -2.3912 3.1536
H -1.0221 -0.2688 2.4010
C 0.4043 0.8366 -5.7445
O -0.5619 1.8667 -5.7208
C -1.2071 1.9494 -4.4650
C -1.9262 3.2711 -4.3175
O -1.0703 4.3555 -3.9924
C -0.3344 4.9238 -5.0623
C -1.1338 5.8901 -5.9067
O -1.9789 5.1973 -6.8055
C -3.0012 6.0165 -7.3191
H -0.0523 -0.1403 -5.5490
H 0.8482 0.8290 -6.7388
H 1.1845 1.0062 -4.9979
H -0.4767 1.8387 -3.6543
H -1.9430 1.1356 -4.3754
H -2.6073 3.1828 -3.4680
H -2.5159 3.4855 -5.2121
H 0.1147 4.1511 -5.6903
H 0.4675 5.4928 -4.5868
H -0.4376 6.5260 -6.4726
H -1.7297 6.5350 -5.2477
H -3.6492 6.3928 -6.5187
H -3.5948 5.4106 -8.0010
H -2.5930 6.8727 -7.8699
C 3.0898 2.6688 4.2864
O 2.4655 1.6786 5.0703
C 1.5245 0.9244 4.3325
C 1.1592 -0.3491 5.0587
O 2.1298 -1.3795 4.9324
C 3.2821 -1.2733 5.7530
C 3.0583 -1.7251 7.1781
O 2.3857 -0.7274 7.9209
C 1.8145 -1.2323 9.1047
H 2.3611 3.3849 3.8884
H 3.7909 3.1992 4.9275
H 3.6376 2.2242 3.4473
H 1.9358 0.6714 3.3451
H 0.6108 1.5191 4.1848
H 0.2621 -0.7468 4.5832
H 0.9293 -0.1406 6.1058
H 3.6891 -0.2598 5.7365
H 4.0153 -1.9481 5.3060
H 4.0335 -1.9353 7.6406
H 2.4732 -2.6540 7.1732
H 1.0687 -2.0059 8.8873
H 1.3274 -0.4024 9.6124
H 2.5762 -1.6571 9.7696
```

* spin multiplicity: 1
* gap between HOMO and LUMO: 9.52 eV
* structure (SMILES): NCC[C@@H]1OC(=O)O[C@H]1CCCO.COCCOCCOC.COCCOCCOC
* DFT total energy: -1594.8848 Ha
* HOMO: -9.0 eV
* charge: 0

Atomic partial charges in e from the Löwdin method, atoms 1 to 8: 0.0005, -0.2723, -0.1120, -0.2508, 0.0811, -0.5554, 0.1704, 0.0897


(3)
This record from OMol25 describes C20H43OP3PmSe as an isolated structure. The level of theory is ωB97M-V with the def2-TZVPD basis set.

Structure (XYZ):
```
69
C20H43OP3PmSe ωB97M-V with the def2-TZVPD basis set
Pm -0.1595 -0.3418 0.9477
P 0.2742 2.3294 2.4500
P -2.7414 0.8123 0.5774
P 2.6707 0.0371 0.6193
H -1.4677 -2.9332 -7.6473
C -0.6065 -3.5771 -7.4367
C -0.7664 -4.8365 -7.0086
H -1.7683 -5.2622 -6.8582
C 0.3804 3.9710 1.6070
C -1.1010 2.6468 3.6323
C 1.7348 2.4425 3.5651
C -3.3732 -0.3099 -0.7454
C -3.9812 0.5891 1.9095
C -3.1944 2.4559 -0.0783
C 2.9714 -1.1996 -0.7166
C 3.8740 -0.4885 1.8953
C 3.5501 1.4816 -0.0783
H 0.3862 -3.1862 -7.6887
H 0.0927 -5.5113 -6.8910
H 0.4091 4.7945 2.3372
H -0.4938 4.1021 0.9526
H 1.2907 4.0138 0.9909
H -0.8294 3.4641 4.3174
H -1.2832 1.7345 4.2199
H -2.0239 2.9176 3.0975
H 1.6887 3.3642 4.1656
H 2.6690 2.4430 2.9836
H 1.7441 1.5808 4.2483
H -4.4714 -0.3206 -0.6929
H -2.9835 -1.3271 -0.5686
H -3.0376 0.0408 -1.7328
H -4.8438 1.2488 1.7282
H -3.5195 0.8437 2.8771
H -4.3095 -0.4606 1.9337
H -4.2907 2.4885 -0.1525
H -2.7309 2.5859 -1.0662
H -2.8416 3.2479 0.5992
H 4.0440 -1.4269 -0.7744
H 2.6183 -0.8119 -1.6811
H 2.4195 -2.1215 -0.4916
H 4.8853 -0.4574 1.4675
H 3.6531 -1.5093 2.2322
H 3.8338 0.1845 2.7627
H 4.6315 1.2873 -0.0961
H 3.3585 2.3696 0.5368
H 3.1884 1.6743 -1.0951
C 0.1009 0.5062 -2.9755
C -0.3421 -0.8236 -2.9986
C -0.3567 -1.5827 -4.1608
C 0.0435 -0.9910 -5.3697
C 0.4701 0.3465 -5.3869
C 0.5045 1.0926 -4.2044
Se 0.1389 1.5272 -1.4185
H -0.1347 -1.7683 -0.4828
H -0.6557 -1.2899 -2.0712
H -0.6861 -2.6218 -4.1327
H 0.0105 -1.5922 -6.2796
H 0.7750 0.8182 -6.3292
H 0.8392 2.1237 -4.2095
C -1.1859 -2.1550 5.0480
C -0.1939 -1.7372 4.0190
C 1.2227 -2.1795 4.1670
O -0.5536 -1.0429 3.0160
H -1.2117 -3.2567 5.1038
H -2.2056 -1.7772 4.8718
H -0.8338 -1.8196 6.0364
H 1.5386 -2.7341 3.2579
H 1.8662 -1.2845 4.2904
H 1.2998 -2.8282 5.0556
```

* spin multiplicity: 5
* gap between HOMO and LUMO (alpha / beta): 3.49 / 3.15 eV
* ⟨S²⟩: 6.349
* DFT total energy: -4895.8992 Ha
* HOMO (alpha / beta): -16.0 / -16.0 eV
* charge: +3

Atomic partial charges in e from the Löwdin method, atoms 1 to 8: 0.9380, 0.7073, 0.6771, 0.6751, 0.0599, -0.1223, -0.0466, 0.0647


Q: Which molecular weight values were calculated for the entries above? A: 418.6; 457.6; 616.4, in u.